{"formula": "C21H45BiOP3Se", "method": "ωB97M-V/def2-TZVPD", "species": ["Bi", "P", "P", "P", "H", "C", "C", "H", "C", "C", "C", "C", "C", "C", "C", "C", "C", "H", "H", "H", "H", "H", "H", "H", "H", "H", "H", "H", "H", "H", "H", "H", "H", "H", "H", "H", "H", "H", "H", "H", "H", "H", "H", "H", "H", "H", "C", "C", "C", "C", "C", "C", "Se", "H", "H", "H", "H", "H", "H", "C", "C", "C", "O", "C", "H", "H", "H", "H", "H", "H", "H", "H"], "positions_angstrom": [[0.117864, -0.140962, 0.259484], [1.503368, -0.450143, 2.769444], [-1.705706, -1.967672, 1.521866], [-1.458621, 1.755037, 1.574755], [2.165364, 4.156043, -5.871696], [2.310901, 4.984600, -5.178636], [3.368522, 5.063043, -4.354136], [4.244439, 4.427362, -4.483028], [2.863328, -1.658575, 2.579302], [0.757761, -0.984715, 4.354236], [2.359321, 1.111945, 3.175935], [-3.180319, -2.422152, 0.541069], [-1.054619, -3.645386, 1.850861], [-2.521999, -1.704223, 3.138567], [-0.875020, 3.385125, 0.983300], [-1.475936, 1.855456, 3.395265], [-3.224054, 1.707636, 1.111714], [1.585946, 5.814303, -5.214453], [3.394004, 5.859795, -3.609906], [3.416114, -1.458346, 1.646398], [2.450994, -2.680738, 2.543788], [3.554165, -1.572714, 3.440869], [0.359115, -2.007658, 4.266609], [-0.046021, -0.301413, 4.661913], [1.552965, -0.972233, 5.115524], [2.975107, 1.432846, 2.322406], [3.008414, 0.933662, 4.044887], [1.640780, 1.906467, 3.413209], [-3.743393, -3.162389, 1.129944], [-2.892124, -2.862111, -0.420407], [-3.809675, -1.545425, 0.349841], [-1.857545, -4.198821, 2.356239], [-0.172778, -3.608937, 2.499449], [-0.787975, -4.158228, 0.921724], [-3.145584, -2.597218, 3.291563], [-3.158821, -0.814103, 3.134442], [-1.794041, -1.628193, 3.952081], [-1.480780, 4.180312, 1.450283], [-0.973209, 3.432579, -0.112701], [0.186160, 3.525649, 1.252825], [-2.058007, 2.748471, 3.669987], [-0.460811, 1.950159, 3.801405], [-1.951075, 0.968695, 3.834516], [-3.716397, 2.592639, 1.545483], [-3.704880, 0.793790, 1.499530], [-3.317589, 1.720240, 0.015249], [-0.871570, 1.582448, -2.861495], [0.487553, 1.956605, -2.845423], [0.913707, 2.996441, -3.663315], [-0.002702, 3.623738, -4.511739], [-1.350005, 3.303592, -4.493308], [-1.795958, 2.293247, -3.661925], [-1.583551, 0.095272, -1.957237], [1.580881, 0.236672, -0.692347], [1.201577, 1.425102, -2.213933], [1.956794, 3.331703, -3.665784], [0.273120, 4.376339, -5.244467], [-2.016442, 3.849429, -5.163005], [-2.848739, 2.031644, -3.685748], [0.623483, -4.563068, -2.220613], [1.996293, -4.579246, -1.503672], [1.895528, -3.501046, -0.424079], [0.733881, -2.698538, -0.749909], [0.063670, -3.180558, -1.938854], [0.712774, -4.772827, -3.288368], [-0.014951, -5.327222, -1.763398], [2.770764, -4.278498, -2.220086], [2.270728, -5.540580, -1.068845], [2.774527, -2.843270, -0.386546], [1.736803, -3.919663, 0.586312], [0.265897, -2.487500, -2.772160], [-1.021715, -3.173717, -1.761055]], "forces_ev_per_a": [[-0.835, -1.174, 0.961], [0.799, -0.161, 0.505], [-1.102, -1.653, 0.434], [-0.162, 1.075, -0.047], [0.383, 0.387, -0.188], [1.281, 1.010, 0.238], [-0.689, 0.407, -0.875], [-0.352, -0.153, 0.378], [0.077, -0.009, -0.189], [-0.304, 0.070, -0.104], [-0.022, 0.011, -0.164], [0.076, 0.371, -0.429], [0.520, 0.079, -0.197], [0.120, 0.505, 0.172], [0.140, -0.085, 0.114], [0.203, -0.172, 0.075], [0.100, -0.441, -0.189], [0.269, -0.570, 0.186], [0.310, -0.097, -0.317], [-0.123, -0.132, 0.391], [0.204, 0.389, 0.007], [-0.341, -0.040, -0.416], [0.201, 0.366, 0.078], [0.280, -0.250, -0.003], [-0.225, -0.021, -0.209], [-0.132, -0.079, 0.284], [-0.133, 0.132, -0.212], [0.253, -0.168, -0.018], [0.143, 0.231, -0.236], [-0.093, 0.056, 0.190], [0.017, -0.212, 0.027], [0.240, 0.103, -0.103], [-0.150, -0.096, -0.073], [-0.027, 0.139, 0.149], [0.124, 0.322, 0.048], [0.030, -0.207, 0.056], [-0.241, -0.031, -0.149], [0.234, -0.253, -0.218], [0.002, 0.028, 0.346], [-0.429, 0.011, -0.091], [0.153, -0.225, -0.066], [-0.321, 0.062, -0.109], [0.092, 0.275, -0.147], [0.161, -0.259, -0.147], [0.140, 0.402, -0.138], [-0.059, 0.063, 0.366], [-0.514, -0.557, 0.373], [0.494, 0.577, -0.284], [0.300, -0.859, 0.855], [-0.428, 0.256, -0.420], [-0.590, -0.370, 0.201], [-0.396, 0.452, -0.751], [0.176, 0.633, -0.585], [0.712, 0.329, -0.092], [-0.173, 0.187, -0.357], [-0.576, -0.366, 0.039], [0.142, -0.287, 0.470], [0.000, -0.315, 0.306], [0.109, -0.126, 0.174], [0.066, -0.583, 0.717], [0.276, 0.628, -0.478], [-0.042, -0.179, 0.304], [-0.352, 0.675, 0.322], [0.103, 0.248, -0.570], [-0.052, 0.034, 0.199], [-0.005, 0.100, -0.224], [-0.074, -0.235, 0.197], [-0.124, 0.039, -0.215], [-0.186, -0.169, -0.093], [0.015, 0.080, -0.384], [0.028, -0.137, 0.268], [0.279, -0.060, 0.061]], "lumo_ev": [-11.5, -11.6], "charge": 3, "molar_mass_da": 694.45, "e_above_lowest_ev": 0.8024, "orbital_gap_ev": [4.522, 4.479], "e_homo_ha": [-0.5903, -0.5895], "e_tot_ev": -123577.40307, "fmax_ev_per_a": 2.034}